[1]
C38H50BLiN6S2 | ωB97M-V/def2-TZVPD

Structure (XYZ):
```
98
C38H50BLiN6S2 ωB97M-V/def2-TZVPD
Li 0.7738 -1.2838 0.2933
C -0.3030 -1.2608 4.4917
C 1.1014 -1.3339 4.0344
N 1.4986 -1.3043 2.8129
C 2.8555 -1.2814 2.7072
C 3.5243 -1.3309 3.9018
S 2.4122 -1.3935 5.2118
C 3.4908 -1.2548 1.4128
C 4.7578 -0.8136 1.1455
S 5.1370 -1.0662 -0.5143
C 3.5518 -1.7941 -0.7213
N 2.8332 -1.7727 0.3446
C 3.1025 -2.4238 -1.9796
H -0.8674 -0.6538 3.7908
H -0.3401 -0.8200 5.4831
H -0.7455 -2.2546 4.5462
H 4.5808 -1.3491 4.0775
H 5.4572 -0.3492 1.8102
H 3.7276 -2.1173 -2.8124
H 2.0653 -2.1461 -2.1611
H 3.1449 -3.5086 -1.8718
C 0.4326 -4.4284 1.4100
C -0.1830 -4.1881 0.0836
N -0.0181 -3.1046 -0.6263
C -0.7707 -3.2478 -1.7497
C -1.4035 -4.4518 -1.7262
N -1.0239 -5.0470 -0.5514
H 0.9698 -3.5273 1.6893
H 1.1352 -5.2626 1.3918
H -0.3372 -4.6443 2.1520
H -0.8098 -2.4740 -2.4872
H -2.0836 -4.9153 -2.4105
H -1.3422 -5.9445 -0.2255
C 1.0354 2.0188 4.0003
C 0.6257 2.2357 2.5457
C -0.2903 3.4633 2.4648
C 1.7989 2.3565 1.5958
C 3.0610 2.6928 2.0590
C 4.1293 2.7882 1.1883
C 3.9298 2.5963 -0.1616
C 2.6719 2.3018 -0.6791
C 2.5588 2.2802 -2.1934
C 1.8488 3.5423 -2.7018
C 1.9047 1.0303 -2.7777
C 1.6062 2.1367 0.2181
N 0.3198 1.7798 -0.2331
B -0.3144 0.4820 -0.2891
N -1.6464 0.8286 -0.7691
C -1.7371 2.2029 -0.9464
C -0.5664 2.7716 -0.6156
C -2.7602 0.0559 -1.1433
C -3.5107 -0.6858 -0.2153
C -4.5858 -1.4444 -0.6650
C -4.9804 -1.4476 -1.9846
C -4.2876 -0.6614 -2.8828
C -3.1884 0.0858 -2.4878
C -2.5204 0.9397 -3.5479
C -2.0406 0.0900 -4.7280
C -3.4929 2.0276 -4.0205
C -3.3143 -0.7234 1.2867
C -2.8548 0.5918 1.9051
C -2.3853 -1.8791 1.6608
H 0.1577 1.7535 4.5857
H 1.4628 2.9198 4.4343
H 1.7606 1.2153 4.0829
H 0.0573 1.3554 2.2245
H 0.2782 4.3793 2.6146
H -1.0565 3.4019 3.2343
H -0.7884 3.5146 1.5024
H 3.2257 2.9000 3.1041
H 5.1132 3.0345 1.5605
H 4.7676 2.6886 -0.8391
H 3.5912 2.3010 -2.5697
H 0.7770 3.4566 -2.5478
H 2.0283 3.6783 -3.7668
H 2.2080 4.4272 -2.1785
H 0.8546 0.9549 -2.5174
H 2.4142 0.1484 -2.4026
H 1.9891 1.0486 -3.8623
H -2.6535 2.6733 -1.2495
H -0.2928 3.8115 -0.6254
H -5.1451 -2.0279 0.0531
H -5.8404 -2.0223 -2.2972
H -4.6193 -0.6207 -3.9090
H -1.6443 1.4304 -3.1180
H -2.8747 -0.3567 -5.2648
H -1.3923 -0.7090 -4.3725
H -1.4812 0.7085 -5.4275
H -4.3802 1.5923 -4.4744
H -3.0190 2.6742 -4.7554
H -3.8178 2.6432 -3.1837
H -4.3023 -0.9494 1.7109
H -1.8511 0.8341 1.5783
H -2.8709 0.5152 2.9909
H -3.5194 1.4009 1.6123
H -1.3605 -1.6214 1.3896
H -2.6729 -2.7818 1.1239
H -2.4445 -2.0792 2.7271
```

Results
- HOMO energy (eV) = -5.760
- M (g/mol) = 672.7
- energy relative to the best compared isomer or geometry (same formula, charge and spin) (kJ/mol) = 25.9
- charge = 0
- HOMO-LUMO gap (Eh) = 0.219

***

[2]
C38H51BF24NO9P | ωB97M-V/def2-TZVPD

Structure (XYZ):
```
125
C38H51BF24NO9P ωB97M-V/def2-TZVPD
C -2.3711 -5.2919 0.7404
C -2.2401 -4.2451 0.1414
C -2.2891 -2.8048 -0.4678
C -0.8077 -2.4410 -0.9757
C -0.8904 -1.8012 -2.4220
C 0.5472 -1.4749 -3.0840
B 0.8744 -0.0287 -2.4236
O 1.3577 -0.0260 -1.0692
C 0.6657 1.4025 -3.1253
C -0.8545 1.9262 -3.0219
C 1.6477 -2.6116 -3.0875
C 2.3454 -3.0606 -1.7328
C 3.9328 -2.9751 -1.8046
C 4.5065 -2.3511 -0.4272
C 5.1051 -0.8927 -0.6362
C 4.5188 0.2360 0.3127
C 4.2708 -0.1810 1.8217
C 5.5857 -0.4008 2.6887
C 6.4491 -1.6657 2.2900
C 7.5852 -1.8598 3.3980
O 8.0612 -3.2101 3.4368
C 8.6061 -3.6376 2.1728
C 0.7552 -3.7462 -3.8045
O 0.5930 -4.8980 -3.4948
N 0.1632 -2.9697 -4.8916
C 0.2458 -1.4876 -4.6719
C -1.0874 -0.8095 -5.1465
C -2.2020 -0.6209 -5.5788
P 1.5484 -0.7755 -5.8430
O 0.8947 0.3719 -6.5599
O 2.9025 -0.1411 -5.0896
O 2.0525 -1.8361 -7.0349
H -2.2764 -6.2964 1.2214
H -2.9418 -2.8564 -1.3887
H -2.6487 -2.0673 0.3012
H -0.3243 -1.7707 -0.2003
H -0.2428 -3.4221 -1.0048
H -1.5432 -2.4474 -3.0702
H -1.3973 -0.7870 -2.2941
H 0.6290 0.2726 -0.4898
H 1.0024 1.4656 -4.1980
H 1.2808 2.1790 -2.5602
H -1.6067 1.1266 -3.2697
H -1.0128 2.7593 -3.7688
H -1.0714 2.3295 -1.9845
H 2.5163 -2.5467 -3.8090
H 1.8840 -2.5076 -0.8712
H 2.0768 -4.1568 -1.5810
H 4.3230 -4.0429 -1.8369
H 4.3377 -2.4563 -2.7194
H 3.6601 -2.4181 0.3074
H 5.3628 -3.0127 -0.0819
H 6.2411 -0.9047 -0.6256
H 4.8350 -0.5881 -1.7025
H 5.2918 1.0749 0.3341
H 3.5734 0.7219 -0.0812
H 3.7280 0.6978 2.3059
H 3.5956 -1.0714 1.9664
H 5.2246 -0.5885 3.7556
H 6.2029 0.5534 2.7633
H 7.0014 -1.4092 1.3286
H 5.8430 -2.5905 2.0871
H 7.1108 -1.6408 4.3982
H 8.3854 -1.0899 3.1720
H 9.5172 -4.2716 2.4203
H 7.8247 -4.2598 1.6383
H 8.9460 -2.7622 1.5497
H 0.3260 -3.2980 -5.8454
H -3.2817 -0.5525 -5.8368
H 3.1056 -0.5788 -4.2384
H 2.8476 -2.3431 -6.7691
F -3.9120 2.3378 0.8043
C -4.0740 3.3066 -0.1179
F -3.8092 2.7382 -1.3211
C -3.1461 4.4992 0.1151
F -1.8478 4.1439 -0.0229
F -3.3936 5.4083 -0.8793
C -3.3233 5.2379 1.4554
O -2.4182 4.8965 2.5081
C -2.7276 3.7745 3.2914
F -3.9876 3.3741 3.0344
F -2.7250 4.2020 4.5740
C -1.7019 2.6472 3.1359
F -1.5935 2.2457 1.8504
F -2.0702 1.5634 3.8586
H -5.1228 3.6153 -0.1178
H -3.1031 6.2861 1.2511
H -4.3610 5.2350 1.7961
H -0.7146 2.9723 3.4731
F -2.6335 -6.2487 4.9750
C -1.7614 -6.5118 5.9679
F -0.6316 -5.8175 5.6812
C -1.4453 -8.0030 6.0898
F -0.8151 -8.4595 4.9825
F -0.5549 -8.1491 7.1147
C -2.6402 -8.9249 6.4028
O -3.2469 -9.5997 5.2988
C -4.2132 -8.8974 4.5630
F -4.5571 -7.7739 5.2209
F -5.3167 -9.6790 4.5543
C -3.7754 -8.6308 3.1201
F -2.6199 -7.9325 3.0711
F -4.7061 -7.8995 2.4636
H -2.1675 -6.1174 6.9032
H -2.2403 -9.7345 7.0170
H -3.3837 -8.4378 7.0375
H -3.6264 -9.5685 2.5791
F -4.3900 11.6598 -0.4869
C -4.3256 12.4092 -1.6053
F -5.5008 13.0826 -1.6847
C -4.1164 11.5665 -2.8640
F -5.1742 10.7521 -3.0864
F -4.0733 12.4231 -3.9262
C -2.8217 10.7315 -2.9119
O -2.9232 9.3534 -2.5466
C -2.8612 9.0390 -1.1817
F -2.4624 10.1206 -0.4844
F -1.8731 8.1246 -1.0525
C -4.1696 8.4423 -0.6559
F -5.2111 9.2773 -0.8463
F -4.0908 8.2110 0.6797
H -3.5262 13.1455 -1.4868
H -2.5233 10.7025 -3.9620
H -1.9916 11.2252 -2.4022
H -4.3969 7.5002 -1.1582
```

Results
- HOMO energy (eV) = -9.532
- structure (SMILES) = C#CCCC[C@@]1(B(O)CC)[C@@H](CCCCCCCCCOC)C(=O)N[C@]1(C#C)P(=O)(O)O.FC(F)C(F)(F)COC(F)(F)C(F)F.FC(F)C(F)(F)COC(F)(F)C(F)F.FC(F)C(F)(F)COC(F)(F)C(F)F
- M (g/mol) = 1163.6
- charge = 0
- HOMO-LUMO gap (Eh) = 0.355